Record 1
{
  "formula": "C5H12ClNSi",
  "method": "ωB97M-V/def2-TZVPD",
  "elements": ["C", "C", "C", "C", "C", "N", "Si", "Cl", "H", "H", "H", "H", "H", "H", "H", "H", "H", "H", "H", "H"],
  "xyz": [[0.868343, 1.235744, -0.606258], [1.719538, 0.206138, 0.139512], [-0.074452, 0.590583, -1.621849], [0.937404, -0.576897, 1.204419], [-1.288890, -0.086704, -0.972842], [-1.940096, -1.590863, 1.637835], [-0.744037, -1.099390, 0.526043], [-0.360462, -3.932052, -1.093334], [0.292607, 1.826620, 0.111089], [1.536281, 1.920659, -1.133030], [2.137022, -0.495721, -0.583205], [2.555317, 0.711459, 0.626710], [-0.428574, 1.349310, -2.325960], [0.483333, -0.152579, -2.196514], [1.533932, -1.429586, 1.532876], [0.778408, 0.059214, 2.081296], [-2.012286, 0.671472, -0.660767], [-1.782515, -0.722400, -1.710125], [-1.664659, -2.152416, 2.429555], [-2.824501, -1.913682, 1.278547]],
  "forces_ev_per_angstrom": [[0.245, -0.097, -0.230], [-0.104, 0.169, -0.048], [0.090, 0.131, 0.044], [-0.325, -0.428, -0.239], [0.156, -0.536, 0.259], [0.815, 0.198, -0.602], [-0.179, -0.800, -0.593], [-0.119, 1.660, 0.895], [-0.014, 0.157, 0.043], [-0.047, 0.040, 0.056], [0.079, -0.005, -0.034], [0.030, -0.074, 0.003], [0.000, -0.118, 0.023], [-0.016, 0.034, -0.054], [-0.190, -0.101, 0.076], [-0.220, -0.056, 0.006], [-0.027, -0.050, 0.215], [-0.083, -0.125, 0.182], [0.045, 0.003, 0.092], [-0.137, -0.004, -0.096]],
  "multiplicity": 1,
  "mol_weight_g_mol": 149.7,
  "charge": 0,
  "gap_ha": 0.2992,
  "e_above_lowest_kcal_mol": 0.0
}

=====

Record 2
{
  "formula": "C5H12FeO3",
  "method": "ωB97M-V/def2-TZVPD",
  "elements": ["C", "H", "H", "H", "O", "C", "H", "H", "O", "C", "C", "O", "C", "Fe", "H", "H", "H", "H", "H", "H", "H"],
  "xyz": [[-2.687344, 1.343628, -0.164129], [-3.416194, 0.731492, -0.708542], [-2.553637, 2.298179, -0.681485], [-2.990553, 1.519087, 0.876156], [-1.420114, 0.674916, -0.179775], [-1.273808, -0.372510, 0.690914], [-1.358691, -0.027657, 1.732783], [-1.894980, -1.234297, 0.415512], [1.171196, 0.469145, -2.070222], [0.652742, -0.677875, -2.132306], [0.440050, -0.936925, 0.431858], [1.223340, 0.226514, 0.685255], [2.526068, -0.018142, 1.195356], [0.732949, 1.751468, -0.603893], [1.234534, -1.519669, -2.547012], [-0.451191, -0.748493, -2.162042], [1.056025, -1.681342, -0.096504], [0.450222, -1.568905, 1.335603], [2.924078, 0.931547, 1.567495], [2.470925, -0.740741, 2.020587], [3.164382, -0.419421, 0.394391]],
  "forces_ev_per_angstrom": [[-0.227, 0.069, 0.015], [0.014, 0.142, 0.271], [-0.016, -0.238, 0.165], [-0.091, -0.008, -0.273], [0.667, 1.054, -1.054], [3.002, -1.849, -1.480], [0.329, -0.537, -0.185], [-0.058, 0.185, 0.388], [-0.624, -2.995, 0.114], [0.227, 2.418, -2.241], [-2.042, 0.348, 3.917], [-0.765, -0.252, -0.057], [0.781, -0.291, 0.212], [-0.596, 1.263, 0.232], [0.037, 0.157, 0.643], [0.413, -0.222, 0.643], [-0.927, 0.281, -1.683], [0.032, 0.396, 0.488], [-0.100, -0.246, -0.181], [-0.011, 0.212, -0.178], [-0.048, 0.115, 0.243]],
  "multiplicity": 6,
  "mol_weight_g_mol": 176.0,
  "charge": 1,
  "gap_ha": [0.2071, 0.3323],
  "e_above_lowest_kcal_mol": 41.9
}